Below is a cluster of 2 separate species, C23H48N6O8P in total, with properties calculated with the ωB97M-V functional and the def2-TZVPD basis.

Results
gap between HOMO and LUMO = 6.8 eV
net charge = +1

Last column: Mulliken charge in e.
Element x y z (Å)
C1 1.488 3.351 5.277  -1.81
C2 1.905 3.622 3.820  0.58
C3 1.080 4.824 3.263  -1.48
C4 1.779 2.393 2.886  1.04
C5 1.863 1.066 3.652  -1.69
C6 2.989 2.471 1.921  -1.17
O1 3.260 1.253 1.228  -0.29
C7 2.646 1.151 -0.002  0.31
C8 1.315 0.372 0.060  -0.60
C9 1.486 -1.113 -0.223  1.16
C10 0.149 -1.903 -0.103  -1.26
C11 -1.137 -1.067 -0.262  -0.80
C12 -1.687 -0.577 1.087  0.11
C13 -3.151 -0.149 0.944  -0.84
N1 -3.253 1.221 0.436  -0.19
C14 -4.536 1.750 0.529  0.43
N2 -4.721 2.690 1.354  -0.75
N3 -5.533 1.250 -0.316  -0.48
N4 2.023 -1.240 -1.598  0.60
C15 2.527 -2.560 -1.938  -0.66
O2 1.732 -3.159 -3.009  -0.30
O3 0.672 -2.297 -3.310  -0.30
C16 2.876 -0.243 -1.948  -1.25
N5 3.017 -0.048 -3.229  0.21
P1 3.994 1.203 -4.066  0.07
C17 3.600 2.812 -3.264  -0.69
O4 5.599 1.012 -3.716  -0.45
N6 3.534 0.580 -1.046  0.86
C18 4.825 0.068 -0.575  -0.62
C19 4.817 -1.241 0.213  0.48
O5 4.534 -1.357 1.334  -0.46
O6 5.235 -2.325 -0.485  -0.49
H1 2.186 2.688 5.783  0.37
H2 0.478 2.944 5.281  0.38
H3 1.524 4.305 5.804  0.48
H4 2.940 3.977 3.861  0.40
H5 1.550 5.735 3.625  0.43
H6 1.092 4.757 2.176  0.37
H7 0.073 4.748 3.673  0.33
H8 0.860 2.428 2.290  0.12
H9 2.829 0.995 4.150  0.38
H10 1.041 0.943 4.351  0.42
H11 1.815 0.217 2.967  0.27
H12 3.852 2.641 2.566  0.55
H13 2.923 3.349 1.269  0.31
H14 2.357 2.149 -0.358  0.17
H15 0.894 0.542 1.042  -1.13
H16 0.677 0.822 -0.704  0.47
H17 2.142 -1.524 0.551  -0.19
H18 0.154 -2.786 -0.742  0.55
H19 0.135 -2.298 0.916  0.63
H20 -1.069 -0.269 -0.998  0.28
H21 -1.901 -1.752 -0.636  0.59
H22 -1.683 -1.377 1.825  0.53
H23 -1.148 0.291 1.474  -0.45
H24 -3.687 -0.828 0.274  0.14
H25 -3.665 -0.221 1.914  0.41
H26 -2.634 1.856 0.923  0.27
H27 -5.675 3.034 1.327  0.20
H28 -5.750 0.272 -0.106  0.34
H29 -6.395 1.765 -0.208  0.29
H30 2.465 -3.260 -1.109  0.45
H31 3.524 -2.508 -2.367  0.47
H32 0.389 -2.547 -4.204  0.36
H33 2.488 -0.663 -3.843  0.37
H34 2.588 3.085 -3.562  0.35
H35 3.764 2.821 -2.189  0.07
H36 4.275 3.543 -3.710  0.42
H37 5.833 0.082 -3.577  0.33
H38 5.448 -0.110 -1.452  0.10
H39 5.374 0.796 0.009  0.62
H40 4.992 -3.088 0.062  0.40
O7 -6.595 -1.364 -0.572  -0.67
C20 -6.418 -2.344 -1.250  0.82
O8 -6.038 -3.489 -0.663  -0.36
C21 -6.008 -4.754 -1.334  -0.44
C22 -4.693 -4.971 -2.053  -0.92
C23 -6.519 -2.280 -2.754  -1.09
H41 -6.866 -4.864 -1.997  0.37
H42 -6.123 -5.503 -0.553  0.34
H43 -4.538 -4.232 -2.840  0.26
H44 -4.663 -5.964 -2.503  0.38
H45 -3.860 -4.877 -1.355  0.25
H46 -5.558 -1.974 -3.164  0.24
H47 -7.268 -1.535 -3.013  0.36
H48 -6.835 -3.214 -3.214  0.35



Below is a structure of composition C23H48NOP3SeYb, with properties calculated with the ωB97M-V functional and the def2-TZVPD basis.

Results
ΔE to the lowest compared entry with this formula, charge and spin = 83.9 kJ/mol
gap between HOMO and LUMO (alpha / beta) = 6.6 / 5.4 eV
2S+1 = 2
net charge = +3

Last column: Mulliken charge in e.
Element x y z (Å)
Yb1 0.924 0.475 -0.021  0.87
P1 -0.251 1.344 -3.033  1.18
P2 -2.311 -1.401 -0.708  1.05
P3 0.406 -2.279 -1.786  0.66
H1 7.101 -0.060 3.542  0.36
C1 7.526 -0.211 2.546  -0.73
C2 7.481 0.692 1.574  -0.47
H2 7.142 1.722 1.772  0.31
C3 -0.569 2.870 -2.186  -1.11
C4 -1.688 0.769 -3.922  -1.02
C5 1.102 1.643 -4.185  -1.23
C6 -2.880 -2.671 0.520  -1.57
C7 -3.720 -0.283 -0.361  -1.52
C8 -3.117 -2.237 -2.134  -1.43
C9 2.265 -2.256 -1.862  -1.21
C10 0.170 -2.540 -3.598  -1.33
C11 0.230 -4.070 -1.362  -1.27
H3 8.050 -1.149 2.393  0.32
H4 7.910 0.486 0.585  0.26
H5 -0.155 2.902 -1.166  0.37
H6 -1.649 3.043 -2.109  0.34
H7 -0.140 3.707 -2.755  0.49
H8 -2.559 0.811 -3.250  0.23
H9 -1.530 -0.274 -4.231  0.27
H10 -1.851 1.403 -4.803  0.56
H11 1.892 2.257 -3.724  0.43
H12 0.719 2.182 -5.073  0.46
H13 1.572 0.711 -4.528  0.36
H14 -3.938 -2.863 0.305  0.54
H15 -2.787 -2.274 1.538  0.39
H16 -2.315 -3.604 0.417  0.36
H17 -4.625 -0.886 -0.382  0.63
H18 -3.812 0.497 -1.120  0.46
H19 -3.632 0.165 0.630  0.08
H20 -4.141 -2.454 -1.814  0.54
H21 -2.632 -3.186 -2.388  0.39
H22 -3.160 -1.574 -3.006  0.30
H23 2.585 -3.137 -2.443  0.51
H24 2.718 -2.299 -0.857  0.24
H25 2.621 -1.351 -2.378  0.33
H26 0.760 -3.405 -3.919  0.55
H27 0.487 -1.668 -4.179  0.34
H28 -0.879 -2.738 -3.832  0.30
H29 0.858 -4.671 -2.040  0.51
H30 -0.812 -4.400 -1.475  0.34
H31 0.536 -4.252 -0.323  0.32
C12 2.270 -1.991 1.931  0.10
C13 3.013 -0.794 1.770  -0.60
C14 4.403 -0.864 1.748  -0.28
C15 5.044 -2.009 2.253  0.04
C16 4.309 -3.130 2.652  -0.75
C17 2.928 -3.134 2.473  -0.52
Se1 0.491 -2.021 1.362  0.08
H32 -0.026 0.234 -2.148  -0.62
H33 2.522 0.183 1.759  0.79
H34 4.993 -0.006 1.396  0.28
H35 6.122 -2.025 2.395  0.26
H36 4.823 -3.981 3.109  0.42
H37 2.327 -3.992 2.774  0.49
O1 -0.693 1.464 0.970  -0.31
C18 -1.512 2.209 1.634  0.23
C19 -2.634 2.926 0.947  0.21
C20 -4.027 2.920 1.595  -0.73
C21 -4.187 3.870 2.784  -0.83
C22 -3.302 3.506 3.971  -0.56
C23 -1.810 3.600 3.661  -0.73
N1 -1.309 2.396 2.941  -0.07
H38 -2.276 3.958 0.793  0.51
H39 -2.721 2.443 -0.027  -0.35
H40 -4.759 3.218 0.830  0.38
H41 -4.314 1.909 1.905  0.33
H42 -3.965 4.894 2.449  0.33
H43 -5.239 3.833 3.097  0.38
H44 -3.480 4.231 4.771  0.34
H45 -3.542 2.511 4.361  0.32
H46 -1.653 4.514 3.059  0.28
H47 -1.235 3.681 4.587  0.47
H48 -0.463 1.960 3.327  0.36



Below is a structure of composition C23H48NOP3SeYb, with properties calculated with the ωB97M-V functional and the def2-TZVPD basis.

Results
ΔE to the lowest compared entry with this formula, charge and spin = 616.6 kJ/mol
gap between HOMO and LUMO (alpha / beta) = 3.8 / 5.3 eV
2S+1 = 2
net charge = +3

Last column: Mulliken charge in e.
Element x y z (Å)
Yb1 2.243 -1.677 -1.885  0.86
P1 1.820 1.200 2.479  1.16
P2 -2.268 1.756 1.103  0.75
P3 0.184 2.987 -1.055  1.17
H1 3.500 -2.358 -4.455  0.51
C1 4.160 -1.610 -3.974  -0.80
C2 4.484 -1.457 -2.635  -0.98
H2 4.777 -2.329 -2.015  0.50
C3 2.102 -0.570 2.589  -0.85
C4 1.082 1.868 3.970  -1.19
C5 3.453 1.880 2.176  -1.24
C6 -3.672 1.707 -0.027  -1.31
C7 -2.465 0.337 2.177  -0.60
C8 -2.413 3.239 2.141  -1.24
C9 1.520 2.557 -2.109  -0.69
C10 0.686 3.972 0.302  -0.82
C11 -1.229 3.742 -1.815  -1.24
H3 4.819 -1.181 -4.737  0.31
H4 4.705 -0.354 -2.356  0.32
H5 1.639 -1.127 1.757  -0.17
H6 1.731 -0.934 3.550  0.44
H7 3.180 -0.739 2.525  0.63
H8 0.164 1.308 4.216  0.33
H9 0.818 2.923 3.810  0.36
H10 1.816 1.787 4.782  0.46
H11 4.085 1.069 1.763  0.49
H12 3.882 2.225 3.136  0.42
H13 3.442 2.721 1.463  0.38
H14 -4.568 1.938 0.581  0.49
H15 -3.774 0.693 -0.460  0.37
H16 -3.573 2.450 -0.839  0.36
H17 -3.436 0.434 2.704  0.59
H18 -1.656 0.280 2.936  0.14
H19 -2.476 -0.596 1.582  -0.23
H20 -3.396 3.166 2.639  0.50
H21 -2.393 4.162 1.541  0.41
H22 -1.632 3.268 2.918  0.30
H23 1.739 3.465 -2.700  0.48
H24 1.300 1.737 -2.812  -0.07
H25 2.393 2.266 -1.502  0.36
H26 0.987 4.896 -0.198  0.55
H27 1.548 3.566 0.832  -0.07
H28 -0.114 4.205 1.008  0.19
H29 -0.800 4.627 -2.284  0.53
H30 -1.975 4.038 -1.074  0.42
H31 -1.709 3.135 -2.585  0.15
C12 -0.505 0.042 -2.942  -0.60
C13 0.354 -0.959 -3.380  -0.23
C14 1.162 -0.481 -4.435  0.17
C15 0.830 0.653 -5.173  -0.96
C16 -0.354 1.345 -4.921  -0.27
C17 -1.123 0.940 -3.773  -0.73
Se1 -0.612 1.030 -0.347  0.13
H32 0.804 1.426 1.495  -0.31
H33 0.388 -2.016 -3.040  0.38
H34 2.023 -1.052 -4.793  0.22
H35 1.514 0.966 -5.982  0.44
H36 -0.723 2.143 -5.592  0.44
H37 -2.165 1.308 -3.665  0.82
O1 0.801 -2.263 0.008  -0.74
C18 -0.098 -2.966 0.596  0.30
C19 -0.443 -2.802 2.058  0.98
C20 -1.898 -3.046 2.473  -0.74
C21 -2.278 -4.506 2.623  -0.98
C22 -2.518 -5.161 1.255  -0.59
C23 -1.250 -5.191 0.414  -0.82
N1 -0.760 -3.911 -0.112  -0.05
H38 0.217 -3.478 2.628  0.39
H39 -0.124 -1.779 2.302  -0.99
H40 -2.024 -2.537 3.431  0.40
H41 -2.580 -2.562 1.762  0.39
H42 -1.520 -5.061 3.200  0.36
H43 -3.227 -4.539 3.168  0.37
H44 -2.858 -6.196 1.418  0.36
H45 -3.334 -4.636 0.735  0.33
H46 -0.446 -5.666 0.988  0.33
H47 -1.445 -5.805 -0.460  0.45
H48 -0.518 -3.914 -1.101  0.30



Sequential largest force on an atom output: 3.5; 2.4; 4.1 eV/Å
Sequential calculated total energy output: -59229.7294; -152883.8832; -152878.3618 eV